{
  "formula": "C17H29N5O7",
  "method": "the ωB97M-V functional and the def2-TZVPD basis",
  "smiles": "COCCOCC(=O)NC[C@@]1(OC)CCN(C(=O)CCCn2c(O)nnc2O)C1",
  "gap_ev": 8.701,
  "e_above_lowest_kcal_mol": 14.2,
  "symbols": ["C", "O", "C", "C", "O", "C", "C", "O", "N", "C", "C", "O", "C", "C", "C", "N", "C", "O", "C", "C", "C", "N", "C", "O", "N", "N", "C", "O", "C", "H", "H", "H", "H", "H", "H", "H", "H", "H", "H", "H", "H", "H", "H", "H", "H", "H", "H", "H", "H", "H", "H", "H", "H", "H", "H", "H", "H", "H"],
  "coordinates": [[-3.463, 5.081, -5.089], [-3.011, 4.450, -3.900], [-4.092, 3.912, -3.145], [-3.557, 3.012, -2.062], [-2.749, 3.805, -1.200], [-2.375, 3.292, 0.043], [-1.980, 1.820, 0.159], [-2.322, 0.941, -0.609], [-1.258, 1.573, 1.286], [-0.893, 0.243, 1.714], [0.613, -0.014, 1.596], [1.355, 1.058, 2.157], [1.260, 1.188, 3.562], [0.971, -1.391, 2.164], [0.617, -2.353, 1.035], [0.809, -1.544, -0.166], [0.744, -2.136, -1.384], [0.509, -3.329, -1.490], [0.951, -1.265, -2.604], [-0.392, -0.820, -3.184], [-0.197, -0.161, -4.543], [-1.439, 0.360, -5.082], [-1.946, 1.622, -4.942], [-1.205, 2.565, -4.371], [-3.150, 1.718, -5.412], [-3.491, 0.442, -5.892], [-2.469, -0.310, -5.672], [-2.331, -1.613, -5.962], [1.027, -0.134, 0.126], [-2.589, 5.487, -5.592], [-3.957, 4.354, -5.738], [-4.150, 5.897, -4.847], [-4.667, 4.739, -2.714], [-4.735, 3.318, -3.801], [-4.404, 2.578, -1.519], [-2.986, 2.193, -2.491], [-1.548, 3.913, 0.392], [-3.198, 3.413, 0.767], [-0.862, 2.352, 1.785], [-1.220, 0.086, 2.746], [-1.434, -0.462, 1.084], [1.896, 2.025, 3.840], [0.238, 1.401, 3.894], [1.613, 0.291, 4.078], [2.045, -1.409, 2.360], [0.446, -1.628, 3.089], [1.254, -3.236, 1.005], [-0.415, -2.706, 1.095], [1.578, -0.398, -2.386], [1.476, -1.888, -3.330], [-1.041, -1.691, -3.294], [-0.895, -0.122, -2.508], [0.492, 0.681, -4.471], [0.212, -0.874, -5.259], [-1.802, 3.339, -4.189], [-3.159, -1.897, -6.371], [0.424, 0.511, -0.514], [2.078, 0.153, 0.033]],
  "lowdin_charge": [-0.085, -0.226, -0.189, -0.180, -0.098, -0.125, -0.438, 0.067, 0.085, -0.096, -0.457, -0.127, -0.085, -0.085, -0.116, -0.021, -0.462, 0.061, -0.101, -0.146, -0.114, 0.071, -0.446, 0.099, 0.091, 0.078, -0.454, 0.108, -0.047, 0.094, 0.083, 0.091, 0.133, 0.124, 0.140, 0.103, 0.133, 0.141, 0.138, 0.129, 0.137, 0.095, 0.087, 0.089, 0.134, 0.123, 0.127, 0.129, 0.113, 0.128, 0.129, 0.106, 0.131, 0.134, 0.079, 0.122, 0.124, 0.141]
}

{
  "formula": "C7H8ClN3O",
  "method": "the ωB97M-V functional and the def2-TZVPD basis",
  "smiles": "N/C(=N\\c1ccccc1Cl)NO",
  "gap_ev": 9.551,
  "e_above_lowest_kcal_mol": 0.0,
  "symbols": ["C", "C", "C", "C", "C", "C", "C", "H", "H", "H", "H", "H", "H", "H", "H", "N", "N", "N", "O", "Cl"],
  "coordinates": [[-0.542, 0.559, 1.784], [-0.181, -0.379, -0.325], [-0.874, -0.088, -1.512], [-0.269, -0.188, -2.744], [1.051, -0.605, -2.848], [1.756, -0.917, -1.698], [1.146, -0.809, -0.440], [0.827, 1.849, 2.457], [0.897, 1.614, 0.818], [-1.554, 1.381, 3.291], [-2.167, -0.854, 2.214], [-1.900, 0.236, -1.414], [-0.838, 0.043, -3.680], [1.548, -0.726, -3.802], [2.817, -1.240, -1.766], [0.312, 1.643, 1.635], [-1.144, 0.508, 3.030], [-0.850, -0.317, 0.901], [-2.106, -0.490, 3.131], [2.071, -1.219, 0.970]],
  "lowdin_charge": [-0.467, -0.311, -0.029, -0.098, -0.105, -0.115, -0.608, 0.088, 0.087, 0.130, 0.085, 0.112, 0.120, 0.102, 0.114, 0.161, -0.013, 0.104, -0.050, 0.693]
}

{
  "formula": "C3H8O2S",
  "method": "the ωB97M-V functional and the def2-TZVPD basis",
  "smiles": "O=CCCS.O",
  "gap_ev": 10.116,
  "e_above_lowest_kcal_mol": 22.6,
  "symbols": ["O", "C", "C", "C", "S", "H", "H", "H", "H", "H", "H", "H", "H", "O"],
  "coordinates": [[-1.523, -0.641, -0.980], [-0.612, -0.858, -0.229], [0.415, 0.168, 0.171], [1.814, -0.215, -0.278], [3.061, 0.260, 1.001], [-0.474, -1.840, 0.262], [0.388, 0.120, 1.262], [0.068, 1.146, -0.147], [1.852, -1.291, -0.443], [2.118, 0.348, -1.144], [3.953, 0.755, 0.138], [-4.167, 0.536, 0.737], [-3.014, 0.559, -0.266], [-3.879, 0.954, -0.084]],
  "lowdin_charge": [0.056, -0.263, -0.241, -0.534, 0.691, 0.133, 0.101, 0.124, 0.069, 0.065, -0.157, 0.033, -0.013, -0.065]
}

{
  "formula": "C5H14",
  "method": "the ωB97M-V functional and the def2-TZVPD basis",
  "spin_multiplicity": 2,
  "gap_ev": [2.653, 11.840],
  "e_above_lowest_kcal_mol": 5.8,
  "s_squared": 0.750,
  "charge": -1,
  "symbols": ["C", "C", "C", "H", "H", "H", "H", "H", "H", "H", "H", "C", "C", "H", "H", "H", "H", "H", "H"],
  "coordinates": [[1.825, -1.388, -0.213], [0.842, -1.540, 0.939], [2.467, -0.015, -0.280], [2.596, -2.167, -0.134], [1.414, -1.663, -1.191], [-0.087, -1.077, 0.610], [3.321, 0.100, 0.395], [2.914, 0.221, -1.254], [1.774, 0.803, -0.084], [0.630, -2.611, 1.023], [1.208, -1.099, 1.861], [-1.785, 0.761, -0.167], [-2.897, 1.843, -0.311], [-1.915, 0.362, 0.843], [-1.933, -0.045, -0.881], [-0.836, 1.299, -0.205], [-2.921, 2.417, 0.615], [-3.853, 1.315, -0.389], [-2.763, 2.485, -1.176]],
  "mulliken_spin": [0.232, -0.930, 0.884, -0.010, -0.376, 0.772, -0.082, -0.204, -0.329, -0.148, -0.097, 1.574, -0.167, 0.147, -0.121, 0.402, -0.024, -0.279, -0.244]
}

{
  "formula": "C2H2O3",
  "method": "the ωB97M-V functional and the def2-TZVPD basis",
  "smiles": "OC#COO",
  "gap_ev": 8.977,
  "e_above_lowest_kcal_mol": 144.7,
  "symbols": ["C", "C", "O", "O", "O", "H", "H"],
  "coordinates": [[1.267, -0.508, 0.314], [0.099, -0.716, -0.101], [2.502, -0.197, 0.373], [-2.098, 0.114, 0.554], [-1.163, -0.924, -0.151], [2.522, 0.665, -0.057], [-2.525, 0.395, -0.289]],
  "lowdin_charge": [-0.145, -0.127, 0.101, -0.003, -0.054, 0.133, 0.096]
}

{
  "formula": "C18H37BClN2O14P3",
  "method": "the ωB97M-V functional and the def2-TZVPD basis",
  "smiles": "C=C[C@](C#N)(B(O)OCC)[C@@](C#N)(COCOCCO)P(O)Cl.COP(=O)(OC)OC.COP(=O)(OC)OC",
  "gap_ev": 8.835,
  "symbols": ["C", "C", "C", "C", "N", "B", "O", "O", "C", "C", "C", "C", "N", "C", "O", "C", "O", "C", "C", "O", "P", "O", "Cl", "H", "H", "H", "H", "H", "H", "H", "H", "H", "H", "H", "H", "H", "H", "H", "H", "H", "H", "H", "C", "O", "P", "O", "O", "C", "O", "C", "H", "H", "H", "H", "H", "H", "H", "H", "H", "C", "O", "P", "O", "O", "C", "O", "C", "H", "H", "H", "H", "H", "H", "H", "H", "H"],
  "coordinates": [[3.364, -0.468, -1.994], [2.849, -1.378, -1.180], [1.994, -2.566, -1.630], [1.670, -3.336, -0.415], [1.288, -3.803, 0.565], [3.005, -3.510, -2.463], [2.714, -3.908, -3.744], [4.163, -3.958, -1.865], [4.089, -5.349, -1.494], [4.396, -5.539, -0.021], [0.688, -2.206, -2.400], [0.968, -1.534, -3.676], [1.403, -1.039, -4.618], [-0.087, -3.527, -2.746], [-1.433, -3.440, -2.286], [-2.370, -3.274, -3.341], [-3.581, -2.878, -2.796], [-4.298, -3.973, -2.217], [-5.188, -3.462, -1.076], [-6.505, -4.000, -1.204], [-0.607, -1.074, -1.543], [-0.856, -1.651, -0.034], [0.275, 0.775, -1.156], [3.455, -0.603, -3.066], [3.693, 0.495, -1.622], [3.073, -1.290, -0.122], [3.417, -3.698, -4.371], [4.740, -5.975, -2.106], [3.058, -5.693, -1.657], [4.277, -6.589, 0.253], [3.703, -4.977, 0.606], [5.402, -5.190, 0.215], [-0.071, -3.707, -3.821], [0.345, -4.389, -2.235], [-2.056, -2.470, -4.014], [-2.534, -4.210, -3.894], [-3.614, -4.735, -1.834], [-4.931, -4.396, -3.005], [-5.263, -2.379, -1.143], [-4.800, -3.775, -0.102], [-6.437, -4.959, -1.157], [-0.873, -2.620, -0.056], [0.197, 3.680, 0.070], [1.307, 4.580, 0.053], [1.151, 6.187, 0.236], [-0.183, 6.336, 0.876], [1.241, 6.493, -1.341], [0.134, 6.175, -2.173], [1.819, 7.652, 0.524], [2.092, 7.981, 1.897], [0.383, 2.907, 0.814], [-0.753, 4.158, 0.293], [0.141, 3.215, -0.910], [-0.803, 6.176, -1.615], [0.284, 5.198, -2.639], [0.080, 6.927, -2.957], [2.600, 7.167, 2.413], [1.162, 8.218, 2.412], [2.738, 8.855, 1.904], [-3.237, 2.214, 6.179], [-3.018, 2.122, 4.776], [-1.569, 1.751, 4.128], [-0.848, 1.106, 5.259], [-1.194, 3.280, 3.800], [-0.837, 4.158, 4.856], [-0.669, 1.291, 2.850], [-0.652, -0.114, 2.518], [-4.070, 1.566, 6.450], [-2.368, 1.939, 6.770], [-3.517, 3.245, 6.398], [-0.424, 3.616, 5.709], [-1.707, 4.736, 5.173], [-0.085, 4.846, 4.475], [-1.659, -0.528, 2.501], [-0.040, -0.663, 3.233], [-0.220, -0.213, 1.533]],
  "lowdin_charge": [0.032, -0.119, -0.271, -0.187, 0.225, -0.636, 0.197, 0.068, -0.220, -0.063, -0.442, -0.259, 0.213, -0.158, -0.181, -0.263, -0.097, -0.171, -0.207, -0.073, 0.718, -0.337, 0.359, 0.068, 0.076, 0.126, 0.136, 0.125, 0.118, 0.084, 0.057, 0.083, 0.136, 0.135, 0.141, 0.146, 0.124, 0.130, 0.126, 0.118, 0.082, 0.051, -0.144, -0.244, 0.523, -0.265, -0.246, -0.102, -0.218, -0.107, 0.064, 0.088, 0.009, 0.086, 0.085, 0.088, 0.083, 0.085, 0.085, -0.111, -0.249, 0.526, -0.268, -0.247, -0.100, -0.225, -0.101, 0.086, 0.079, 0.088, 0.086, 0.086, 0.086, 0.087, 0.092, 0.026]
}